Entry 1:
{"formula": "C32H70NO11P2S3", "method": "wB97M-V/def2-TZVPD", "e_lumo_ha": -0.0240, "total_charge": -1, "homo_energy_ha": -0.2024, "homo_lumo_gap_ha": 0.1783, "symbols": ["H", "H", "C", "H", "H", "O", "C", "H", "O", "C", "H", "H", "P", "C", "H", "H", "H", "C", "O", "H", "H", "H", "H", "H", "H", "C", "H", "C", "H", "C", "H", "H", "H", "H", "C", "H", "S", "H", "H", "H", "H", "H", "H", "H", "H", "H", "H", "H", "O", "C", "H", "H", "H", "C", "H", "C", "C", "H", "C", "C", "H", "H", "C", "C", "C", "H", "H", "C", "H", "C", "P", "C", "H", "S", "C", "H", "H", "H", "C", "C", "H", "H", "H", "C", "O", "O", "C", "H", "N", "H", "O", "H", "H", "H", "H", "H", "H", "C", "C", "H", "O", "H", "S", "H", "H", "C", "H", "H", "O", "C", "H", "C", "H", "H", "O", "H", "C", "O", "H"], "coordinates": [[-5.74135, 0.18975, 1.97697], [7.91338, -5.11121, -7.01607], [3.36350, -4.36212, -5.62961], [1.21796, 3.02700, 4.57863], [-1.66498, 1.46506, -0.54452], [-9.16414, -2.53631, 4.63515], [3.69266, -0.80999, -1.30010], [0.74105, 7.03748, 3.82241], [-8.05333, -4.26035, 3.42702], [2.13422, -0.31530, -1.54076], [-0.57780, 3.65690, 6.78438], [-0.29253, 5.62603, 5.81410], [6.28340, -2.84371, -6.81820], [3.53711, 2.35886, 2.01605], [7.82926, 0.36411, -6.38238], [-9.29609, -0.06851, 1.77480], [3.58400, -3.01043, -7.32249], [1.08207, -1.56530, -1.76537], [5.70846, -4.11708, -7.48569], [-9.54894, -6.33666, 4.39613], [4.80142, 2.90940, 0.06847], [-0.02679, 1.20553, 6.60600], [-1.75075, 6.31510, 4.75445], [4.07699, 0.03677, 1.21413], [-2.67523, 4.60157, -0.65023], [-1.97479, 3.74521, -1.09914], [0.57074, -1.41598, 0.46118], [-2.23067, 2.41759, -0.14107], [1.90515, 0.30522, 3.21659], [-10.16732, -0.58399, 1.36397], [3.68617, -1.47325, -0.31023], [8.43006, -5.23169, -5.33371], [1.66146, -2.59738, -1.79471], [-2.62881, 4.14071, 4.49993], [1.04501, 1.87735, 4.70982], [-7.62822, -4.18664, 5.46098], [2.69465, 4.87421, 0.31656], [10.32828, -4.43232, -6.63834], [2.42599, -4.75790, -6.03189], [-2.31562, 3.59511, -2.21314], [9.35574, -3.13393, -7.34483], [-7.08189, -0.24753, 3.04465], [2.95254, -2.26931, -5.86014], [5.96176, 0.11883, 0.97787], [5.82828, 2.50737, 1.67994], [0.45811, -1.39861, -2.76644], [1.80792, 0.25556, -0.57257], [2.05437, 0.45895, -2.44193], [6.92576, -1.42101, -6.07244], [1.02101, 2.18168, 2.08749], [-9.30367, -5.87511, 6.09519], [3.55057, 3.37821, 2.63676], [-7.49803, -1.03602, 0.68394], [4.94846, 0.60790, 0.63284], [3.70674, 1.51101, 2.83907], [-6.27603, -0.65235, 2.42571], [0.99070, 1.04541, 3.26788], [-2.18904, 2.75622, 6.38542], [0.20156, 6.01034, 3.59192], [-0.44317, 4.32650, -1.04230], [4.13060, -1.42333, -2.21425], [-10.81169, -1.27674, 3.30490], [-6.81505, -1.57153, 1.34728], [4.65824, 0.51568, -0.98091], [7.70082, -0.62633, -8.27136], [4.07797, 1.45536, -1.38579], [-0.37153, 6.17861, 2.56563], [2.04083, 3.30793, 0.22512], [8.44586, 0.02421, -8.73837], [-0.05223, -1.52554, -0.54620], [-8.35993, -2.62815, 3.31517], [3.67593, -3.00148, -6.23149], [1.02014, 5.17379, 3.52382], [-4.09320, 2.03014, 0.01725], [-0.36287, 1.66991, 5.55934], [8.89088, -1.02500, -6.51094], [-5.98120, -1.91387, 0.72649], [4.15804, -5.09016, -5.81610], [-9.31835, -5.50176, 5.06670], [9.49235, -3.75021, -6.45315], [-0.30360, 4.80674, 0.04110], [1.99227, 1.45371, 5.28789], [-10.96013, 0.15641, 1.21700], [7.89464, -0.65807, -6.76807], [-9.69690, -2.74342, 2.34065], [-4.28288, 0.49287, 0.31351], [4.87432, 2.22993, 1.01913], [-0.75701, -2.46889, -0.55017], [2.26185, 2.18099, 1.22275], [9.75273, -3.08558, -5.62465], [-4.68954, 2.77269, 1.27294], [-5.59205, -1.19135, 3.09002], [-9.88296, -0.99789, 0.39250], [0.84362, 3.28164, 2.44638], [-11.57364, -2.09045, 1.93774], [-1.07915, 0.86472, 5.07539], [-10.14151, -4.78873, 4.96614], [-1.14192, 3.07639, 5.90950], [-0.84728, 5.55077, 4.77567], [3.26867, -4.28002, -4.54142], [-4.91574, 2.53703, -1.39975], [0.11084, 1.92934, 1.35742], [0.88574, 2.97031, -1.25807], [5.70488, 0.45347, -1.52173], [-7.22561, -5.68176, 4.63092], [-7.97702, -4.88911, 4.69699], [6.70121, -0.25879, -8.52696], [-0.70790, -0.54097, -0.69645], [4.96845, -2.56995, -5.83506], [-10.62864, -1.67839, 2.30358], [-0.24359, 5.20074, -1.80668], [8.22927, -4.52727, -6.14619], [7.80421, -1.62370, -8.70834], [-0.00765, 0.39593, 3.18731], [7.19659, -3.66578, -5.70433], [-1.10375, 3.51853, 3.56878], [-1.44708, 4.02563, 4.59297], [-7.46141, -2.73075, 1.84037], [-1.89522, 2.69455, 0.96994]]}



Entry 2:
{"formula": "C13H44Ag4N14O11", "method": "wB97M-V/def2-TZVPD", "e_lumo_ha": -0.2883, "total_charge": 2, "homo_energy_ha": -0.4975, "homo_lumo_gap_ha": 0.2092, "symbols": ["C", "H", "C", "Ag", "C", "H", "H", "C", "O", "C", "N", "N", "H", "N", "H", "H", "H", "C", "H", "Ag", "H", "C", "H", "H", "H", "O", "C", "H", "H", "H", "H", "C", "H", "H", "N", "H", "H", "H", "H", "H", "H", "O", "N", "H", "H", "H", "H", "H", "H", "Ag", "O", "O", "C", "N", "N", "N", "H", "H", "O", "C", "O", "N", "C", "Ag", "N", "C", "H", "H", "O", "H", "H", "O", "H", "N", "H", "N", "H", "N", "O", "H", "H", "H", "N", "H", "O", "H"], "coordinates": [[-1.22352, -26.99656, 8.84401], [5.52474, -30.25137, 8.37923], [3.81612, -29.73593, 8.83388], [-0.04273, -29.07536, 11.10089], [-1.26971, -26.04451, 4.18009], [-4.47181, -29.01889, 8.10534], [-1.96429, -25.42988, 4.75271], [0.19948, -27.71839, 8.65747], [-1.82839, -27.05482, 10.13049], [-5.32685, -27.24589, 8.35177], [-3.76484, -30.10701, 10.48740], [-4.48307, -30.24161, 12.42648], [-0.26153, -22.04745, 9.47604], [-1.54815, -30.30611, 6.56609], [-0.57792, -23.66697, 9.82941], [-3.34669, -29.69564, 9.66519], [-0.55854, -30.49966, 6.50866], [0.23149, -23.01944, 9.49229], [0.90170, -24.34999, 7.90611], [3.59300, -27.19852, 10.86080], [2.12205, -30.45402, 8.00145], [0.82132, -23.27520, 8.06886], [2.02728, -29.20257, 9.10867], [-3.57025, -22.41984, 12.82671], [-2.93555, -21.08211, 5.24046], [-6.45706, -27.44091, 8.00458], [3.52116, -25.32391, 6.93471], [3.58987, -25.05780, 8.88415], [-4.16279, -24.64807, 10.26701], [-1.90967, -26.74020, 3.63738], [-3.44640, -27.82700, 8.71668], [-2.66812, -22.50375, 6.35648], [0.21689, -22.70145, 7.36630], [-4.35080, -22.68168, 11.29861], [-1.66926, -32.22443, 7.61174], [-4.12212, -26.08331, 9.40115], [-5.80246, -25.51761, 9.13756], [-1.96284, -29.38911, 6.48091], [3.18840, -26.10718, 5.11805], [-1.31555, -26.01120, 8.38718], [-2.73453, -25.61418, 10.53605], [1.29981, -27.40755, 9.48986], [-4.39347, -28.08278, 8.47637], [-4.48806, -30.78168, 10.28275], [2.23684, -26.69675, 6.52730], [0.26089, -26.17940, 5.70604], [-2.51430, -23.73607, 7.89266], [2.44388, -26.28304, 8.36404], [-1.99116, -27.57836, 8.33378], [0.43813, -25.58298, 11.13952], [4.26877, -24.45524, 6.66852], [-2.40060, -29.43558, 12.17372], [-0.24551, -26.83230, 4.99513], [-3.08332, -22.99423, 7.51060], [3.01449, -26.20738, 6.10791], [-3.34195, -24.85769, 10.81689], [-0.76560, -27.68909, 5.42350], [1.81131, -22.90012, 7.80937], [-3.35335, -30.99440, 7.56218], [-3.45437, -29.87258, 11.74698], [1.29729, -23.00305, 10.40136], [-5.04661, -26.17423, 9.00473], [-2.20430, -31.14680, 7.28853], [-2.41787, -27.21290, 12.68059], [2.58569, -29.96598, 8.75441], [-3.09506, -24.16366, 11.93836], [4.24096, -31.38728, 7.76488], [0.90226, -23.08955, 11.27203], [-2.34261, -24.55880, 12.80745], [-0.90860, -25.30933, 3.46090], [-5.25215, -30.62869, 11.89849], [-1.56508, -22.69446, 5.87389], [0.52347, -27.62068, 7.62133], [4.58213, -30.60702, 8.30793], [0.02701, -28.79454, 8.67337], [-3.69647, -22.99077, 12.00317], [-4.55435, -30.14454, 13.42929], [3.16475, -25.60822, 8.15175], [4.38650, -28.74130, 9.33701], [-2.36116, -32.79033, 8.08199], [-0.80788, -32.61378, 7.25603], [0.39030, -28.00100, 3.55095], [-3.44044, -21.54437, 5.98308], [-4.00110, -22.76078, 7.86171], [0.69421, -27.29748, 4.12914], [-4.07158, -20.98823, 6.54207]]}



Entry 3:
{"formula": "C31H37NO", "method": "wB97M-V/def2-TZVPD", "e_lumo_ha": -0.0900, "de_lowest_kcal_mol": 22.37, "homo_energy_ha": -0.1841, "homo_lumo_gap_ha": 0.0941, "symbols": ["C", "H", "H", "H", "C", "C", "C", "C", "H", "H", "C", "C", "H", "C", "C", "H", "H", "H", "C", "H", "H", "C", "C", "H", "H", "C", "C", "H", "C", "H", "C", "H", "H", "C", "H", "H", "H", "H", "H", "C", "O", "C", "H", "H", "H", "C", "H", "C", "C", "C", "H", "C", "C", "C", "H", "H", "H", "H", "C", "H", "H", "C", "C", "C", "H", "N", "H", "H", "C", "H"], "coordinates": [[0.11202, -2.14030, 1.10955], [-4.23966, 2.14494, -1.09181], [3.31189, 1.07789, -5.49671], [-0.77571, -0.57396, -2.38435], [1.94223, 0.89710, -3.84450], [-1.64905, 2.77995, -0.64339], [-1.09409, 4.16530, 1.13376], [-3.66206, -3.03173, 1.16989], [3.92119, -3.60429, 0.23217], [3.66093, -0.59003, -0.17104], [-1.08075, -4.27674, 1.14724], [-4.22996, 2.81204, -0.22394], [-3.67211, -3.66476, 0.27476], [-0.53701, 3.43836, 0.05800], [1.07520, -0.11195, -3.40433], [-3.65820, -3.67173, 2.06013], [2.65676, -1.79538, -1.03225], [-2.40000, -1.85165, 3.31123], [-2.45620, -2.10153, 1.16324], [2.28282, -4.81406, 1.13028], [-4.85820, 3.68709, -0.46545], [-2.49744, -1.22264, 2.41851], [0.13920, -4.95578, 1.14171], [-2.44988, -1.82392, -0.98614], [-3.15462, 4.35887, 1.73954], [0.44077, 2.57173, -2.94515], [1.34668, -4.25415, 1.13038], [4.82251, -2.36379, 1.12479], [3.21579, 0.54701, -4.54331], [3.26230, -0.52630, -4.74360], [-1.57999, 1.81980, -1.64360], [0.14881, -6.04379, 1.15002], [1.88458, -0.48108, -0.12959], [1.07618, 4.71277, 1.96791], [-2.00739, -4.85154, 1.15889], [1.32262, -1.15797, -3.59597], [-0.81584, 5.31196, 2.92061], [-4.58958, -2.44510, 1.17946], [2.73121, 3.94323, 0.79163], [-0.09328, 0.20531, -2.73326], [0.09517, -0.88003, 1.06600], [-2.82921, 3.17869, 0.04939], [1.88030, -0.48388, 2.36767], [2.65100, -1.80582, 3.26847], [-2.47654, 1.21679, -1.82311], [-1.13671, -2.89773, 1.14044], [-1.70328, -0.49894, -0.07371], [2.72587, -1.17613, 2.37416], [0.84310, 3.32358, -0.02473], [1.37648, -2.87433, 1.12075], [3.65824, -0.60081, 2.41832], [2.68266, -2.05724, 1.12066], [-2.53318, -1.21000, -0.07928], [3.90524, -2.96675, 1.12380], [3.91880, -3.60258, 2.01708], [1.27570, 2.71901, -0.81712], [-4.69690, 2.28610, 0.62731], [1.73062, 5.20759, 2.68572], [1.60775, 2.23777, -3.62068], [0.19774, 3.62330, -2.76330], [-1.66294, -0.51665, 2.40274], [-0.32108, 4.78686, 2.10348], [1.64803, 3.99298, 0.90571], [-0.41757, 1.55307, -2.43920], [4.09413, 0.81725, -3.94434], [-2.48093, 3.96569, 1.09170], [-3.47237, -0.64126, -0.11521], [-3.43779, -0.66066, 2.47633], [2.73137, -1.17282, -0.13186], [2.29365, 3.01772, -3.96253]]}



Entry 4:
{"formula": "C21H16N8Rh", "method": "wB97M-V/def2-TZVPD", "e_lumo_ha": [-0.4415, -0.4405], "de_lowest_kcal_mol": 176.08, "total_charge": 3, "homo_energy_ha": [-0.6351, -0.6355], "homo_lumo_gap_ha": [0.1936, 0.1949], "symbols": ["H", "H", "C", "C", "N", "H", "N", "H", "C", "C", "H", "H", "H", "H", "H", "C", "H", "N", "C", "C", "N", "C", "H", "C", "C", "C", "C", "C", "N", "N", "H", "N", "H", "H", "C", "C", "N", "C", "C", "Rh", "C", "C", "H", "C", "H", "C"], "coordinates": [[-1.50692, -4.95123, -0.50078], [-4.26285, 0.20125, 2.54461], [2.66076, -0.34110, -0.97390], [-0.23542, 0.22726, 4.23918], [-2.17806, 0.62727, -1.16458], [-5.39467, -0.19930, -1.54327], [-2.81855, 3.37618, 0.32410], [-2.38739, 0.32921, 4.04972], [4.40223, -0.40807, 0.65626], [0.97390, 0.09721, 3.57150], [-3.97424, -2.29406, 1.44643], [-5.89598, 0.11851, 0.75113], [-0.24572, 0.29176, 5.31987], [4.72540, -0.57791, -1.47030], [2.30692, -0.36987, -1.99874], [-1.43982, 0.25638, 3.53419], [5.44816, -0.49517, 0.92008], [-1.03368, 2.09561, 0.15629], [-3.31579, 0.01222, -1.55483], [0.97386, 0.02043, 2.18784], [-3.39997, 2.24524, 0.24530], [-2.23786, -1.38646, 0.55517], [0.06105, -3.06979, -1.12620], [-3.94516, 0.21160, 1.51047], [-1.71205, -3.93126, -0.19830], [-4.55164, 0.03758, -0.90450], [4.00794, -0.45484, -0.67092], [-3.06584, -2.44669, 0.88068], [-2.79827, -3.69940, 0.51067], [-0.20195, 0.07572, 1.53982], [-0.78574, 4.19378, 0.19650], [1.74462, -0.18949, -0.01486], [3.73138, -0.20770, 2.69330], [-3.24068, -0.52292, -2.49614], [-2.48987, 0.06522, 1.13829], [-1.38766, 0.16973, 2.16215], [-1.11065, -1.66320, -0.15796], [-1.40298, 3.30405, 0.22230], [-0.83828, -2.90014, -0.55016], [-0.21953, 0.10722, -0.43318], [-2.29052, 1.28483, 0.09528], [-4.84413, 0.13202, 0.49034], [1.90402, 0.05246, 4.12065], [2.11858, -0.14066, 1.28521], [-3.37474, 4.22251, 0.45242], [3.44258, -0.24768, 1.65209]]}



Entry 5:
{"formula": "C2H9N2", "method": "wB97M-V/def2-TZVPD", "e_lumo_ha": [-0.3025, -0.5152], "de_lowest_kcal_mol": 29.59, "spin_multiplicity": 2, "s_squared": 0.75, "total_charge": 2, "homo_energy_ha": [-0.8562, -0.8753], "homo_lumo_gap_ha": [0.5537, 0.3601], "symbols": ["H", "H", "C", "H", "H", "H", "N", "C", "N", "H", "H", "H", "H"], "coordinates": [[-0.56384, -1.33644, -1.24499], [-1.44053, 0.10022, -0.49707], [0.72649, 0.27769, -0.55283], [1.39509, 2.17984, -0.60720], [-0.10286, 2.13043, 0.00695], [-0.07495, -0.45051, 1.50089], [0.78728, 1.60853, 0.00806], [-0.56765, -0.57189, -0.48874], [-0.71063, -1.08677, 1.02089], [1.55276, -0.34533, -0.16842], [1.00730, 0.46448, -1.61469], [-1.59798, -0.91060, 1.50520], [-0.41047, -2.05966, 1.13195]]}



Entry 6:
{"formula": "C5H8FNS", "method": "wB97M-V/def2-TZVPD", "e_lumo_ha": 0.0324, "de_lowest_kcal_mol": 25.60, "homo_energy_ha": -0.3046, "smiles": "CC1=CS[C@@H](F)N1C", "homo_lumo_gap_ha": 0.3370, "symbols": ["C", "C", "H", "H", "C", "H", "H", "N", "H", "H", "C", "C", "S", "F", "H", "H"], "coordinates": [[-0.95562, 1.57154, -0.45140], [-0.14242, 0.76728, 1.86071], [0.75447, -1.65302, 1.12162], [-1.52082, 2.42548, 0.01029], [0.81739, -1.52317, 0.03697], [-0.40872, 1.70452, 2.01952], [-0.68577, 0.02473, 2.42030], [-0.20518, -0.65204, -0.46889], [0.71244, -2.57207, -0.26531], [1.86218, -1.14430, -0.22922], [-0.14211, -0.30381, -1.79226], [-0.40135, 0.65927, 0.36502], [-1.35218, 0.92910, -1.99137], [1.18475, 0.04285, -2.29368], [-0.42137, -1.03109, -2.44650], [0.90431, 0.75472, 2.10418]]}